# 1
The following is a quantum chemistry calculation of a structure of composition C54H43N5OP2S2SeSiW at a distorted geometry, from the OMol25 dataset.

The total energy comes out at -6669.54452 a.u. The max |F| is 0.070 hartree/bohr. Its spin multiplicity is 4. The charge is +1. The expectation value of S² is 3.801. The LUMO energy (alpha / beta) comes out at -0.1003 / -0.1306 Eh.

Element x y z (Å)
W 0.36 -0.36 0.54
C -3.18 0.63 -1.24
Si -1.30 0.78 -1.00
C -0.48 0.66 -2.73
C -1.21 0.73 -3.91
C -0.59 0.59 -5.15
C 0.79 0.42 -5.22
C 1.53 0.37 -4.05
C 0.90 0.46 -2.81
P 1.86 0.38 -1.27
C 3.13 -0.92 -1.42
C 4.03 -0.98 -0.35
C 4.94 -2.01 -0.27
C 4.95 -3.01 -1.24
C 4.06 -2.95 -2.30
C 3.15 -1.90 -2.39
C 2.85 1.90 -1.43
C 2.17 3.12 -1.32
C 2.83 4.31 -1.53
C 4.19 4.30 -1.84
C 4.87 3.10 -1.94
C 4.20 1.90 -1.74
C -1.27 2.67 -0.67
C -1.71 3.64 -1.58
C -1.85 4.96 -1.19
C -1.57 5.34 0.12
C -1.10 4.40 1.02
C -0.94 3.08 0.62
P -0.23 1.80 1.69
C 1.01 2.76 2.62
C 2.29 2.87 2.08
C 3.24 3.66 2.71
C 2.92 4.34 3.87
C 1.65 4.23 4.41
C 0.69 3.45 3.78
C -1.53 1.41 2.90
C -2.87 1.51 2.51
C -3.87 1.07 3.36
C -3.55 0.54 4.60
C -2.22 0.46 5.00
C -1.21 0.88 4.15
H -3.57 1.54 -1.70
H -3.69 0.50 -0.28
H -3.46 -0.22 -1.87
H -2.28 0.88 -3.87
H -1.18 0.63 -6.05
H 1.27 0.32 -6.18
H 2.61 0.26 -4.10
H 4.00 -0.21 0.42
H 5.63 -2.07 0.57
H 5.63 -3.84 -1.15
H 4.06 -3.72 -3.05
H 2.44 -1.88 -3.21
H 1.11 3.11 -1.09
H 2.30 5.25 -1.45
H 4.71 5.23 -2.00
H 5.92 3.09 -2.19
H 4.74 0.96 -1.84
H -1.93 3.34 -2.60
H -2.19 5.70 -1.90
H -1.71 6.36 0.43
H -0.85 4.70 2.03
H 2.54 2.33 1.17
H 4.24 3.75 2.28
H 3.67 4.95 4.36
H 1.40 4.77 5.32
H -0.31 3.39 4.20
H -3.11 1.95 1.56
H -4.90 1.14 3.05
H -4.34 0.21 5.27
H -1.97 0.06 5.98
H -0.18 0.82 4.46
O -0.81 -1.34 2.06
N -0.18 -1.90 3.09
C -0.82 -2.89 3.75
C -0.22 -3.57 4.77
C 1.07 -3.21 5.15
C 1.69 -2.16 4.51
C 1.06 -1.51 3.45
S 1.83 -0.22 2.59
H -1.82 -3.11 3.40
H -0.75 -4.37 5.26
H 1.58 -3.76 5.93
H 2.69 -1.84 4.78
Se 2.21 -4.04 1.52
N 1.71 -5.07 0.16
C 1.00 -4.33 -0.70
C 0.45 -4.71 -1.93
C -0.24 -3.73 -2.64
C -0.39 -2.44 -2.17
N 0.13 -2.03 -0.98
C 0.80 -2.97 -0.29
N 1.36 -2.58 0.84
H 0.58 -5.71 -2.31
H -0.68 -3.97 -3.60
H -0.89 -1.69 -2.75
S -4.58 -3.71 0.53
C -3.11 -2.79 0.32
N -2.84 -2.41 -0.87
C -3.81 -2.83 -1.76
C -3.85 -2.57 -3.13
C -4.92 -3.03 -3.88
C -5.96 -3.75 -3.28
C -5.94 -4.03 -1.93
C -4.87 -3.56 -1.18
H -2.50 -2.55 1.18
H -3.04 -2.02 -3.59
H -4.96 -2.81 -4.93
H -6.78 -4.09 -3.88
H -6.73 -4.61 -1.47

# 2
The following is a quantum chemistry calculation of a structure of composition C49H61GeN3O2P2S3SiTi at a distorted geometry, from the OMol25 dataset.

The total energy comes out at -7310.64793 a.u. The max |F| is 0.021 hartree/bohr. Its spin multiplicity is 2. The charge is +3. The expectation value of S² is 0.758. The LUMO energy (alpha / beta) comes out at -0.3244 / -0.4212 Eh.

Element x y z (Å)
Ti 0.24 0.12 -0.59
C 0.87 -0.98 5.19
C -0.28 -1.80 4.62
S -0.98 -1.18 3.05
C -2.11 0.13 3.59
C -1.49 1.51 3.60
S 0.25 1.51 3.03
C 0.99 2.53 4.36
C 1.44 1.74 5.59
S 0.27 0.46 6.15
H 1.50 -0.60 4.38
H 1.47 -1.60 5.85
H -1.10 -1.86 5.33
H 0.06 -2.81 4.40
H -2.48 -0.15 4.58
H -2.95 0.09 2.90
H -1.49 1.92 4.61
H -2.03 2.19 2.95
H 0.23 3.27 4.62
H 1.84 3.05 3.91
H 1.53 2.43 6.43
H 2.41 1.27 5.44
C 3.34 0.65 2.37
P 2.65 -0.22 0.92
C 4.14 -0.17 -0.18
C 2.78 -1.95 1.57
C 2.57 -3.00 0.49
P 0.93 -2.77 -0.33
C 1.05 -4.05 -1.65
C -0.09 -3.75 0.85
H 4.37 0.33 2.52
H 2.78 0.41 3.27
H 3.32 1.73 2.23
H 4.82 0.59 0.19
H 3.87 0.08 -1.20
H 4.65 -1.13 -0.16
H 2.02 -2.06 2.36
H 3.76 -2.06 2.04
H 2.61 -4.01 0.90
H 3.36 -2.93 -0.27
H 1.64 -4.88 -1.28
H 1.51 -3.65 -2.56
H 0.05 -4.41 -1.89
H 0.19 -4.80 0.76
H -1.15 -3.64 0.64
H 0.10 -3.42 1.87
O -6.02 -3.67 0.24
N -6.32 -2.49 0.18
O -7.43 -2.03 0.23
C -5.21 -1.52 0.08
C -5.42 -0.29 0.59
C -4.38 0.68 0.57
C -4.60 2.01 0.98
C -3.56 2.90 0.88
C -2.31 2.44 0.45
N -2.06 1.19 0.10
C -3.11 0.33 0.09
C -2.91 -0.95 -0.53
N -1.73 -1.15 -1.16
C -1.63 -2.23 -1.92
C -2.64 -3.18 -2.06
C -3.81 -3.03 -1.36
C -3.98 -1.87 -0.58
H -6.38 -0.05 1.01
H -5.57 2.30 1.36
H -3.69 3.94 1.14
H -1.49 3.14 0.37
H -0.72 -2.34 -2.49
H -2.49 -4.03 -2.71
H -4.59 -3.77 -1.44
C 2.99 2.84 -0.72
Ge 1.01 2.74 -0.88
C 0.52 4.39 0.22
C 0.82 5.61 -0.39
C 0.56 6.81 0.27
C -0.01 6.82 1.53
C -0.29 5.61 2.15
C -0.01 4.42 1.51
C 0.58 3.44 -2.70
C 1.54 4.21 -3.31
C 1.26 4.95 -4.47
C 0.02 4.90 -5.04
C -0.99 4.09 -4.47
C -2.27 3.99 -5.06
C -3.25 3.20 -4.51
C -2.97 2.46 -3.34
C -1.72 2.52 -2.77
C -0.70 3.34 -3.29
H 3.30 3.89 -0.69
H 3.53 2.35 -1.53
H 3.30 2.39 0.22
H 1.25 5.65 -1.37
H 0.80 7.74 -0.22
H -0.24 7.76 2.02
H -0.72 5.61 3.15
H -0.21 3.49 2.03
H 2.54 4.27 -2.89
H 2.04 5.57 -4.91
H -0.21 5.48 -5.92
H -2.48 4.56 -5.96
H -4.22 3.13 -4.96
H -3.74 1.83 -2.91
H -1.49 1.90 -1.91
C 2.99 -1.46 -2.99
Si 1.48 -0.30 -3.18
C 2.18 1.12 -4.21
C 0.14 -1.13 -4.23
C 0.42 -2.29 -4.96
C -0.48 -2.79 -5.89
C -1.69 -2.14 -6.10
C -1.99 -0.99 -5.38
C -1.09 -0.49 -4.46
H 3.00 -2.17 -3.82
H 3.04 -2.03 -2.07
H 3.92 -0.90 -3.09
H 2.77 0.67 -5.02
H 2.85 1.77 -3.65
H 1.41 1.73 -4.67
H 1.36 -2.81 -4.82
H -0.24 -3.68 -6.45
H -2.39 -2.52 -6.83
H -2.93 -0.48 -5.55
H -1.33 0.41 -3.92

# 3
The following is a quantum chemistry calculation of a structure of composition C7H14Cl2DyO at a distorted geometry, from the OMol25 dataset.

The total energy comes out at -2155.84048 a.u. The max |F| is 0.071 hartree/bohr. Its spin multiplicity is 6. The charge is -1. The expectation value of S² is 9.337. The LUMO energy (alpha / beta) comes out at 0.0971 / 0.0979 Eh.

Element x y z (Å)
Dy 0.05 0.92 1.47
Cl -1.11 2.66 0.18
Cl 1.48 1.05 3.46
C 1.20 -0.28 -0.22
H 1.16 -0.45 -1.29
H 2.16 -0.71 0.18
C -1.05 -1.17 -2.42
C 0.14 -1.71 -2.78
H -1.67 -1.65 -1.66
C 1.03 -1.08 -3.82
H 0.54 -2.58 -2.27
C 0.77 0.43 -3.93
H 2.08 -1.28 -3.59
H 0.84 -1.54 -4.81
C -0.72 0.70 -4.09
H 1.14 0.94 -3.04
H 1.31 0.82 -4.80
C -1.53 0.17 -2.89
H -0.90 1.77 -4.22
H -1.08 0.19 -4.99
H -1.50 0.92 -2.07
H -2.59 0.08 -3.18
O -1.08 -1.06 1.56
H -0.59 -1.63 0.93
H -1.39 -1.65 2.27

# 4
The following is a quantum chemistry calculation of a structure of composition C15H30IN5STi at a distorted geometry, from the OMol25 dataset.

The total energy comes out at -2407.81835 a.u. The max |F| is 0.021 hartree/bohr. Its spin multiplicity is 2. The charge is +3. The expectation value of S² is 0.753. The LUMO energy (alpha / beta) comes out at -0.3879 / -0.3750 Eh.

Element x y z (Å)
Ti 0.00 0.01 -0.06
C -1.35 1.10 -2.61
C -0.80 2.30 -1.84
N -0.85 2.02 -0.38
C -2.19 2.32 0.19
C -3.20 1.18 0.07
S -2.47 -0.50 0.30
C -2.82 -1.28 -1.33
C -1.61 -1.32 -2.27
N -0.72 -0.14 -2.10
H -2.43 1.05 -2.48
H -1.17 1.24 -3.68
H 0.24 2.49 -2.14
H -1.38 3.19 -2.09
H -0.22 2.70 0.07
H -2.06 2.59 1.24
H -2.62 3.20 -0.31
H -3.95 1.28 0.86
H -3.72 1.18 -0.88
H -3.16 -2.30 -1.11
H -3.67 -0.75 -1.76
H -1.02 -2.23 -2.07
H -1.98 -1.39 -3.30
H 0.08 -0.31 -2.72
N 1.99 0.88 -0.53
C 3.04 0.08 -1.26
C 2.61 -1.36 -1.51
C 2.67 -2.30 -0.29
C 1.35 -3.03 -0.06
N 0.29 -2.12 0.46
H 1.94 1.78 -1.02
H 2.38 1.13 0.39
H 3.98 0.10 -0.71
H 3.23 0.55 -2.23
H 3.27 -1.75 -2.28
H 1.60 -1.37 -1.93
H 2.95 -1.76 0.62
H 3.44 -3.05 -0.45
H 1.52 -3.84 0.66
H 1.02 -3.50 -0.99
H 0.46 -2.06 1.47
H -0.60 -2.65 0.39
I -1.97 1.81 5.38
C -0.42 1.04 4.17
C 0.84 0.76 4.71
C 1.80 0.24 3.86
C 1.51 0.07 2.52
N 0.31 0.36 1.97
C -0.64 0.81 2.81
H 1.05 0.93 5.75
H 2.78 -0.03 4.23
H 2.27 -0.33 1.86
H -1.63 0.98 2.41